Molecular formula: C3H6N2
Method: DFT, the ωB97M-V functional and the def2-TZVPD basis

Last column: Löwdin charge in e.
Atoms and positions in Å:
C: -1.35868 -0.82523 -0.01052  -0.027
N: -0.63831 0.26825 -0.09484  -0.095
C: 0.57248 0.48195 -0.65216  -0.204
C: 1.14267 1.76365 -0.55708  -0.273
N: 1.60407 2.82965 -0.46411  0.110
H: -0.99996 -1.72896 -0.48385  0.072
H: -2.30794 -0.78341 0.50104  0.068
H: 0.70517 -1.60247 1.41361  0.038
H: -1.03141 1.08855 0.36000  0.166
H: 1.27100 -1.16830 1.18700  0.041
H: 1.04092 -0.32368 -1.19909  0.104

For the HOMO energy (spin up / spin down), the calculation gives -7.83 / -7.83 eV. Its calculated total energy is -227.30685 Ha. Its spin multiplicity is 1. The calculation puts the energy relative to the best compared isomer or geometry (same formula, charge and spin) at 3.210 eV. The LUMO energy (spin up / spin down) is 0.01136 / 0.01133 Eh.